Run P
This record from OMol25 describes C7H8 in the gas phase. The level of theory is ωB97M-V/def2-TZVPD.

As for the HOMO-LUMO gap (alpha / beta): 7.68 / 7.71 eV. The charge is 0. The spin multiplicity is 1.

Last column: Löwdin charge in e.
Atoms and positions in Å:
C: -0.26442 -1.47288 -0.48522  -0.0472
C: -0.53311 -0.06095 -0.06558  -0.2911
C: 0.37535 1.00430 -0.65047  -0.1885
C: 1.80195 0.81687 -0.36581  -0.1366
C: 2.96591 0.64393 -0.11231  0.1131
C: -1.36841 0.29631 0.93982  -0.2326
C: -2.41764 -0.12912 1.77373  0.1283
H: 0.04563 -1.54139 -1.53248  0.0835
H: 0.57430 -1.85775 0.11051  0.0940
H: -1.11791 -2.13059 -0.30451  0.0833
H: -0.98036 1.20526 1.41783  0.1134
H: 0.22554 1.00625 -1.74020  0.1267
H: 0.05511 1.99177 -0.29819  0.1170
H: 4.00078 0.50372 0.10714  0.0249
H: -3.36272 -0.27572 1.20574  0.0119

Run Q
This record from OMol25 describes C7H8 in the gas phase. The level of theory is ωB97M-V/def2-TZVPD.

As for the HOMO-LUMO gap: 10.69 eV. The charge is 0. The spin multiplicity is 1.

Last column: Löwdin charge in e.
Atoms and positions in Å:
C: 0.07848 -1.43713 0.54228  -0.0840
C: -0.59998 -0.08002 0.40191  -0.4404
C: 0.35279 1.11004 0.19938  -0.1976
C: 1.41463 0.86616 -0.77879  -0.1532
C: 2.32982 0.66810 -1.53376  0.1191
C: -1.47261 -0.20357 -1.06257  0.0003
C: -2.34314 0.07468 -0.19936  0.0287
H: 0.61569 -1.66589 -0.38020  0.0768
H: 0.78519 -1.43409 1.38236  0.0874
H: -0.66948 -2.21541 0.71499  0.0840
H: -1.10453 0.12402 1.36362  0.1276
H: -0.23840 1.98028 -0.10436  0.1214
H: 0.81905 1.35932 1.16255  0.1234
H: 3.14144 0.50442 -2.20746  0.0262
H: -3.10895 0.34908 0.49942  0.0804

Run R
This record from OMol25 describes C7H8 in the gas phase. The level of theory is ωB97M-V/def2-TZVPD.

As for the HOMO-LUMO gap: 8.33 eV. The charge is 0. The spin multiplicity is 1. The structure (SMILES) is CC1=C2C=C2CC1.

Last column: Löwdin charge in e.
Atoms and positions in Å:
C: -0.02014 0.82631 -2.02828  -0.0602
C: 0.02660 0.28359 -0.61109  -0.2755
C: -1.04969 -0.42258 -0.16446  -0.0737
C: -1.51675 -1.58201 0.49086  -0.0035
C: -0.69077 -0.98302 1.29931  -0.0983
C: 0.62883 -0.44869 1.65646  -0.1273
C: 0.93145 0.72168 0.55649  -0.1120
H: 0.89611 0.81473 -2.57973  0.0666
H: -0.41617 1.79370 -1.99716  0.0539
H: -0.70985 0.21734 -2.50512  0.0474
H: -2.39391 -2.23468 0.40360  0.0998
H: 0.66073 -0.11599 2.76855  0.1279
H: 1.30990 -1.40492 1.47973  0.1571
H: 1.94424 0.94745 0.25665  0.0939
H: 0.39942 1.58710 0.97417  0.1040

Run S
This record from OMol25 describes C7H8 in the gas phase. The level of theory is ωB97M-V/def2-TZVPD.

As for the HOMO-LUMO gap: 10.87 eV. The charge is 0. The spin multiplicity is 1. The structure (SMILES) is C#CC[C@H](C)C#C.

Last column: Löwdin charge in e.
Atoms and positions in Å:
C: 3.07631 0.70911 -0.59103  0.1096
C: 1.91403 0.98556 -0.42003  -0.1511
C: 0.49500 1.23580 -0.17020  -0.1938
C: -0.16720 0.05120 0.60254  -0.3050
C: -0.39819 -1.42027 -0.11433  -0.0489
C: -1.60981 0.28018 0.80035  -0.1561
C: -2.74435 -0.09258 0.64026  0.1049
H: 4.08952 0.42318 -0.75474  0.0214
H: -0.03371 1.42293 -1.11185  0.1212
H: 0.40110 2.17580 0.40247  0.1240
H: 0.34919 0.00452 1.57570  0.1359
H: -1.03070 -1.16059 -0.96601  0.0669
H: 0.31014 -2.17578 -0.49674  0.0691
H: -0.98002 -1.94648 0.64920  0.0647
H: -3.71016 -0.50353 0.46825  0.0372

The energy of each structure relative to the most stable one, in kJ/mol, is as follows: run P 167.1; run Q 134.1; run R 76.2; run S 0.0.

Run P
This record from OMol25 describes C7H8 in the gas phase. The level of theory is ωB97M-V/def2-TZVPD.

As for the HOMO-LUMO gap: 9.84 eV. The charge is 0. The spin multiplicity is 1. The structure (SMILES) is C[C@@]12[C@@H]3[C@H]4[C@@H]3[C@@H]1[C@H]42.

Last column: Löwdin charge in e.
Atoms and positions in Å:
C: 2.03492 -0.05914 0.07293  -0.0258
C: 0.54847 0.10365 -0.11149  -0.3135
C: -0.44429 -1.06572 -0.32437  -0.1100
C: -1.50428 -0.11691 -0.79923  -0.1314
C: -1.41468 -0.44958 0.67215  -0.0986
C: -0.42767 0.72781 0.85295  -0.1200
C: -0.54204 1.07577 -0.61027  -0.0753
H: 2.61324 0.86932 0.08112  0.0760
H: 2.17638 -0.54683 1.04535  0.0818
H: 2.47654 -0.72512 -0.67697  0.0740
H: -0.27429 -2.08333 -0.66066  0.1324
H: -2.29016 -0.32636 -1.51415  0.1286
H: -2.15663 -0.88943 1.33088  0.1229
H: -0.19659 1.40809 1.66501  0.1349
H: -0.59892 2.07778 -1.02327  0.1241

Run Q
This record from OMol25 describes C7H8 in the gas phase. The level of theory is ωB97M-V/def2-TZVPD.

As for the HOMO-LUMO gap: 9.64 eV. The charge is 0. The spin multiplicity is 1.

Last column: Löwdin charge in e.
Atoms and positions in Å:
C: -1.17614 1.51563 -0.59528  -0.1071
C: -1.61381 0.95911 -1.65376  0.0578
C: -0.56596 1.50314 0.74708  0.0174
C: -0.22866 0.17068 0.70684  -0.2922
C: -0.67059 -0.21450 -0.73821  -0.3107
C: 0.47547 -0.59739 1.71566  -0.0531
C: 0.59858 -0.46907 -1.61511  -0.0809
H: -0.48898 2.29085 1.42418  0.0856
H: -1.20074 -1.12489 -0.62270  0.1238
H: 0.67757 0.11068 2.55954  0.0994
H: 1.44659 -0.91998 1.24996  0.0981
H: -0.16220 -1.41320 2.10272  0.0942
H: 1.44466 0.24062 -1.53165  0.0855
H: 0.34924 -0.66758 -2.68014  0.0799
H: 1.11498 -1.38407 -1.06914  0.1023

Run R
This record from OMol25 describes C7H8 in the gas phase. The level of theory is ωB97M-V/def2-TZVPD.

As for the HOMO-LUMO gap: 7.88 eV. The charge is 0. The spin multiplicity is 1.

Last column: Löwdin charge in e.
Atoms and positions in Å:
C: -0.40945 0.42674 -1.49072  -0.0318
C: -0.02833 -0.22585 -0.18970  -0.4270
C: -0.99283 -0.59360 0.86622  -0.0636
C: -0.18611 0.66370 1.13259  -0.3278
C: -0.82352 1.94578 1.21201  0.1356
C: 1.17978 -1.04668 -0.24940  -0.0787
C: 2.14093 -1.77298 -0.31766  0.1439
H: -0.52854 -0.31961 -2.27772  0.0881
H: -1.33196 0.98766 -1.35385  0.0843
H: 0.37688 1.12105 -1.79954  0.0942
H: 0.83049 0.54716 1.45784  0.1154
H: -2.03760 -0.42414 0.61839  0.1222
H: -0.79074 -1.46324 1.47939  0.1164
H: -0.01483 2.67865 1.38230  -0.0043
H: 3.01126 -2.39490 -0.36495  0.0331

The energy of each structure relative to the most stable one, in kJ/mol, is as follows: run P 0.0; run Q 96.2; run R 184.4.

Run P
This record from OMol25 describes 2 unconnected molecules or ions with the total composition C7H8. The level of theory is ωB97M-V/def2-TZVPD.

As for the HOMO-LUMO gap: 8.10 eV. The charge is 0. The spin multiplicity is 1.

Last column: Löwdin charge in e.
Atoms and positions in Å:
C: 0.82802 1.64580 -0.58964  0.1396
C: 0.51390 -0.76351 0.18644  -0.1476
C: -0.95648 -1.11207 0.28344  -0.2210
C: -1.62704 -0.44181 1.40209  -0.1507
C: -2.17482 0.10070 2.32815  0.1080
C: 1.18217 -0.81689 -1.00358  -0.2214
C: 1.67900 -0.21726 -1.97868  0.0940
H: 0.04332 1.13543 -1.10556  -0.0181
H: 0.68911 2.71847 -0.42712  0.0149
H: 1.72266 1.21396 -0.19652  -0.0172
H: 1.08075 -0.82644 1.11403  0.1155
H: -1.45762 -0.85907 -0.65870  0.1220
H: -1.06892 -2.19891 0.40796  0.1219
H: -2.66349 0.58281 3.14541  0.0230
H: 2.20943 -0.16120 -2.90771  0.0371

Run Q
This record from OMol25 describes C7H8 in the gas phase. The level of theory is ωB97M-V/def2-TZVPD.

As for the HOMO-LUMO gap: 8.63 eV. The charge is 0. The spin multiplicity is 1. The structure (SMILES) is C=C1CCC2=C[C@H]12.

Last column: Löwdin charge in e.
Atoms and positions in Å:
C: -2.00743 -0.92991 0.39898  0.0525
C: -0.79654 -0.35794 0.17283  -0.2620
C: -0.14407 0.86742 0.87204  -0.1315
C: 1.38187 0.84646 0.59911  -0.1119
C: 1.43556 -0.03185 -0.70618  -0.0787
C: 0.88862 0.03602 -1.92736  0.0691
C: 0.09449 -0.75124 -0.92968  -0.2409
H: -2.20632 -1.92789 -0.06293  0.0751
H: -2.66230 -0.59885 1.14023  0.0270
H: -0.50570 1.81631 0.58324  0.1027
H: -0.33353 0.68885 1.88476  0.0867
H: 1.93886 0.17404 1.46696  0.1592
H: 1.91788 1.74094 0.44176  0.0751
H: 1.01591 0.21034 -2.97946  0.0859
H: -0.01730 -1.78272 -0.95429  0.0916

The energy of each structure relative to the most stable one, in kJ/mol, is as follows: run P 252.5; run Q 0.0.